This record from the OMol25 dataset describes C29H36N8O3Se2SiTe2Zr as an isolated structure at a distorted geometry. The level of theory is ωB97M-V/def2-TZVPD.

Structure (XYZ):
```
82
Properties=species:S:1:pos:R:3:mulliken_charge:R:1
H -2.371 -4.310 -2.413 0.537
H -3.856 -6.281 -2.365 0.448
Se 1.277 -0.275 -2.162 0.057
C 2.649 3.973 -0.915 -1.056
C -2.916 -3.644 -0.454 0.202
C 2.191 -4.337 0.386 -0.677
H 5.928 3.434 -0.306 0.386
C -0.773 -0.948 5.080 -1.309
C 4.868 3.240 -0.376 -0.594
H -1.783 4.748 1.012 0.279
C -3.885 4.539 0.947 -0.876
H -2.809 2.212 3.310 0.193
Zr 0.296 -0.227 0.517 0.080
C -3.209 2.478 2.326 -0.877
C 2.149 2.726 -0.595 1.535
N 2.454 0.453 0.185 2.110
H -4.084 1.838 2.181 0.420
H 2.120 0.383 4.935 0.549
N -3.210 4.828 -1.883 -0.368
N -6.109 -7.923 -0.326 -0.493
Te 2.573 1.151 -3.617 -0.223
C 1.327 -3.325 0.053 -0.613
H 2.557 0.311 3.246 0.207
H -5.162 -5.191 1.563 0.434
C -1.228 -1.611 -0.462 -0.044
H -4.152 4.567 -1.613 0.260
C 3.014 1.729 -0.142 -0.277
H -4.643 3.957 2.881 0.493
O 0.164 1.734 1.278 0.032
H -2.987 0.188 0.773 0.332
N -2.113 0.622 1.132 0.060
H 1.007 -3.513 3.643 0.302
H -1.221 0.038 5.105 0.332
O -0.517 3.713 1.891 -0.868
H 1.979 4.734 -1.281 0.332
H 1.877 -5.360 0.276 0.485
H -2.902 4.504 -2.813 0.139
Te -0.739 3.002 -3.297 -0.470
H -1.908 0.181 2.064 -0.120
C 1.716 0.378 3.934 -0.954
H -4.359 3.798 0.292 0.372
C -2.183 2.060 1.279 0.244
H 4.798 -2.387 1.310 0.554
C -4.590 -5.857 -0.395 0.586
N -0.978 4.981 -1.273 -0.267
H -0.359 -1.142 6.054 0.396
C -2.979 -4.511 -1.546 -0.434
H -3.663 -3.231 1.507 0.469
N -2.588 4.905 0.387 -0.185
H 0.318 -3.511 -0.327 0.235
C -2.011 -2.549 -0.459 0.179
H -2.466 2.462 0.273 0.250
H -4.543 5.410 1.000 0.402
H -0.290 4.865 -0.540 0.244
H 1.720 -2.794 5.063 0.451
C 4.396 1.987 -0.066 -0.735
H 4.161 -4.794 1.157 0.426
C 3.832 -2.705 0.970 -0.718
C -4.545 -4.994 0.695 -0.768
C -0.752 2.569 1.535 0.033
H 1.074 2.515 -0.693 -0.187
Si 0.550 -1.074 3.767 0.433
H -0.713 4.688 -2.213 -0.007
N 3.343 -0.432 0.543 -1.108
C 3.999 4.247 -0.791 -0.815
C 3.471 -4.017 0.873 -0.316
C -3.688 3.920 2.352 -1.065
C -5.434 -7.006 -0.356 -0.005
H 2.499 -2.597 3.505 0.229
C -2.265 4.897 -0.922 0.799
Se -0.712 1.066 -1.703 0.141
C 1.534 -2.643 4.013 -1.078
O -0.185 -1.034 2.255 -0.301
C -3.715 -3.898 0.662 -0.338
H 5.069 1.206 0.250 0.433
H -3.001 4.538 2.933 0.324
C -3.808 -5.610 -1.519 -0.723
H 1.228 1.334 3.761 0.226
H -1.561 -1.670 4.911 0.319
C 2.898 -1.723 0.582 -0.146
N 1.660 -2.026 0.158 0.652
H 4.379 5.226 -1.030 0.417
```

HOMO (alpha / beta)   -6.424 / -6.423 eV
Lowest unoccupied orbital energy (alpha / beta)   -0.0607 / -0.0608 hartree
DFT total energy   -203161.5170 eV
M   1077.09 g mol⁻¹


This record from the OMol25 dataset describes a 3-piece molecular cluster, CH7NO4 overall at a distorted geometry. The level of theory is ωB97M-V/def2-TZVPD.

Structure (XYZ):
```
13
Properties=species:S:1:pos:R:3:nbo_charge:R:1
N -1.704 -0.718 0.620 -0.876
H -0.985 -0.684 1.311 0.411
O 1.627 2.985 -1.176 -0.939
O 1.349 -0.558 1.378 -0.953
H 1.739 -0.437 2.253 0.480
O -2.355 -1.656 -1.328 -0.618
H 1.007 3.655 -0.874 0.469
H -2.698 -0.646 0.770 0.408
O -0.158 -1.515 -0.877 -0.714
H 0.372 -0.747 -0.616 0.505
H 1.529 -1.502 1.250 0.478
H 1.740 3.151 -2.117 0.470
C -1.463 -1.327 -0.594 0.880
```

HOMO   -10.091 eV
Lowest unoccupied orbital energy   0.0122 hartree
DFT total energy   -10831.2569 eV
M   97.07 g mol⁻¹


This record from the OMol25 dataset describes C9H52CdNO18 as an isolated structure at a distorted geometry. The level of theory is ωB97M-V/def2-TZVPD.

Structure (XYZ):
```
81
Properties=species:S:1:pos:R:3:mulliken_spin:R:1
C 10.296 -5.441 -6.926 -0.002
H 6.056 -6.727 -5.378 0.001
H 11.011 -4.732 -7.344 0.000
H 4.939 -7.105 -2.846 0.000
H 6.677 -4.822 -8.046 0.000
H 8.207 -5.947 -4.866 0.000
H 5.705 -8.024 -6.547 0.018
H 8.903 -3.699 -6.736 0.000
O 12.706 -4.825 -11.756 0.000
H 10.802 -8.088 -8.908 0.009
Cd 8.110 -10.615 -7.843 1.086
O 5.570 -2.278 -7.248 0.000
H 9.868 -5.813 -11.998 0.000
H 3.853 -8.109 -3.167 0.000
H 8.618 -4.878 -9.037 0.000
H 10.884 -5.910 -6.138 -0.001
C 7.412 -6.563 -6.930 -0.015
H 5.296 -4.758 -2.975 0.000
H 11.782 -6.648 -8.981 0.002
H 3.697 -9.568 -6.186 0.004
H 8.939 -5.035 -3.060 0.000
O 10.157 -10.562 -7.048 -0.075
H 11.054 -2.223 -11.494 0.000
O 7.351 -10.840 -5.902 -0.039
O 3.561 -6.018 -9.917 0.000
O 3.886 -10.468 -6.448 -0.001
H 13.599 -4.814 -12.099 0.000
H 9.328 -4.406 -5.146 0.000
H 7.923 -10.761 -5.139 0.008
H 4.000 -6.666 -9.366 0.000
H 5.377 -5.903 -7.775 0.000
H 6.491 -2.104 -7.054 0.000
O 2.869 -7.872 -5.618 0.000
O 7.252 -9.598 -3.442 -0.003
C 6.496 -7.441 -6.074 0.035
H 3.261 -7.236 -6.217 0.000
O 8.374 -8.413 -8.026 -0.041
H 10.621 -9.724 -7.028 0.026
H 11.492 -3.672 -11.461 0.000
H 12.183 -4.049 -3.677 0.000
O 5.689 -5.598 -3.211 0.000
H 10.256 -5.054 -9.774 0.000
H 9.427 -7.981 -5.913 0.003
H 7.068 -4.814 -5.566 -0.001
C 9.437 -5.560 -9.262 0.000
H 3.667 -10.994 -5.679 0.000
H 6.419 -6.178 -9.078 -0.003
N 8.658 -7.198 -7.408 0.039
H 6.488 -9.154 -3.074 0.001
H 8.000 -9.088 -3.130 0.000
O 7.534 -3.115 -10.837 0.000
H 9.126 -6.103 -2.004 0.000
H 12.716 -5.503 -11.080 0.000
H 5.105 -1.510 -6.915 0.000
O 9.592 -5.632 -2.695 0.000
H 8.748 -6.470 -12.776 0.000
C 7.897 -5.480 -5.801 -0.001
O 4.756 -8.045 -2.859 0.000
H 10.773 -11.186 -6.666 -0.004
H 6.465 -10.799 -5.543 -0.008
O 10.855 -3.065 -11.084 0.000
C 6.437 -5.885 -8.028 -0.009
O 4.010 -3.714 -8.902 0.000
H 3.652 -5.194 -9.438 0.000
C 9.152 -4.615 -6.201 0.001
H 11.645 -4.910 -4.801 0.000
O 12.428 -4.758 -4.273 0.000
C 11.134 -7.229 -8.325 -0.006
H 2.705 -7.377 -4.816 0.000
H 8.983 -6.205 -10.014 0.000
H 3.540 -2.926 -9.175 0.000
H 7.093 -8.157 -5.510 -0.025
H 7.089 -3.919 -11.103 0.000
H 8.412 -3.399 -10.585 0.000
H 11.656 -7.638 -7.459 0.002
O 9.963 -8.271 -5.175 -0.001
H 10.059 -7.492 -4.628 0.003
H 6.411 -5.369 -3.797 0.000
H 4.668 -3.398 -8.283 0.000
O 9.177 -5.627 -12.634 0.000
C 9.804 -6.405 -8.015 -0.004
```

HOMO (alpha / beta)   -6.099 / -6.457 eV
Lowest unoccupied orbital energy (alpha / beta)   -0.0190 / -0.0190 hartree
Expectation value of S²   0.75
DFT total energy   -53082.3872 eV
M   574.92 g mol⁻¹
2S+1   2